Record 1
Computed, not measured: a molecular structure, C40H55ClN8O4PSTl at a distorted geometry, with the ωB97M-V functional and the def2-TZVPD basis.

Positions of all 111 atoms, in Å:
Tl  1.398  -0.948  -0.917
C  3.895  -2.457  -4.361
C  5.130  -2.796  -3.847
C  5.433  -2.538  -2.533
C  4.456  -1.916  -1.722
N  3.302  -1.551  -2.257
C  2.994  -1.850  -3.522
C  4.584  -1.739  -0.241
C  4.958  -2.851  0.510
C  4.939  -2.767  1.880
C  4.552  -1.563  2.448
C  4.212  -0.506  1.626
N  4.196  -0.589  0.302
C  3.685  0.811  2.187
C  3.277  0.878  3.517
C  2.764  2.066  4.010
C  2.789  3.160  3.201
C  3.205  3.012  1.865
N  3.627  1.866  1.362
H  3.640  -2.681  -5.398
H  5.840  -3.293  -4.461
H  6.406  -2.842  -2.127
H  1.978  -1.656  -3.878
H  5.172  -3.760  0.021
H  5.253  -3.598  2.511
H  4.498  -1.426  3.519
H  3.315  -0.011  4.133
H  2.371  2.144  5.033
H  2.359  4.101  3.500
H  3.144  3.857  1.211
N  -0.731  -0.886  -2.112
C  -1.214  -0.242  -3.326
C  -0.620  1.159  -3.485
C  0.886  1.132  -3.792
C  1.748  1.979  -2.854
N  1.732  1.396  -1.490
H  -0.802  -1.895  -2.135
H  -1.219  -0.542  -1.303
H  -2.295  -0.148  -3.389
H  -0.907  -0.848  -4.192
H  -0.831  1.735  -2.586
H  -1.170  1.639  -4.309
H  1.075  1.408  -4.847
H  1.258  0.117  -3.695
H  1.454  3.031  -2.850
H  2.760  1.941  -3.188
H  0.929  1.747  -0.926
H  2.577  1.608  -0.959
S  0.408  -1.165  1.159
C  1.620  -4.630  2.576
C  0.192  -4.527  2.143
C  -0.785  -4.158  3.066
C  -2.117  -4.111  2.727
Cl  -3.299  -3.596  3.927
C  -2.538  -4.451  1.446
C  -1.601  -4.753  0.485
C  -0.247  -4.768  0.827
O  0.598  -5.139  -0.210
C  1.816  -4.464  -0.479
C  1.736  -4.004  -1.943
O  2.416  -4.609  -2.779
O  0.937  -3.028  -2.172
H  1.644  -4.768  3.637
H  2.173  -3.729  2.334
H  2.141  -5.484  2.125
H  -0.516  -3.987  4.098
H  -3.606  -4.378  1.168
H  -1.873  -5.009  -0.535
H  2.660  -5.131  -0.359
H  1.916  -3.562  0.141
O  -0.819  2.065  -0.484
P  -2.075  2.242  0.252
N  -2.903  3.472  -0.452
C  -2.413  4.220  -1.618
C  -3.700  4.534  -2.391
C  -4.685  4.812  -1.241
C  -4.332  3.765  -0.190
N  -1.790  2.462  1.866
C  -0.751  3.394  2.300
C  -1.561  4.468  3.062
C  -2.702  3.680  3.738
C  -2.882  2.442  2.830
N  -3.200  1.034  0.225
C  -3.307  -0.073  1.225
C  -3.570  -1.360  0.421
C  -4.249  -0.832  -0.849
C  -3.751  0.612  -1.057
H  -1.627  3.665  -2.152
H  -1.964  5.183  -1.298
H  -4.029  3.662  -2.962
H  -3.580  5.354  -3.072
H  -5.742  4.805  -1.471
H  -4.451  5.783  -0.832
H  -4.909  2.839  -0.267
H  -4.489  4.138  0.839
H  -0.161  3.761  1.453
H  -0.052  2.887  2.949
H  -1.932  5.175  2.318
H  -0.962  5.054  3.792
H  -3.630  4.261  3.832
H  -2.415  3.354  4.738
H  -3.837  2.435  2.313
H  -2.870  1.517  3.427
H  -4.144  0.134  1.871
H  -2.394  -0.186  1.798
H  -4.217  -2.081  0.948
H  -2.594  -1.811  0.179
H  -5.344  -0.771  -0.649
H  -4.107  -1.486  -1.726
H  -4.563  1.257  -1.348
H  -2.977  0.697  -1.835

## Properties
- F_max (eV/A) = 1.67
- HOMO level (eV) = -6.983
- relative energy (zero: lowest compared OMol25 entry of this formula, charge and spin) (kJ/mol) = 0.00

Here are the Mulliken charges for atoms 1 to 4, given in e:
1. Tl 1.33
2. C -1.17
3. C -0.48
4. C -0.81



Record 2
Computed, not measured: 7 unconnected molecules or ions with the total composition C44H107IN9O8 at a distorted geometry, with the ωB97M-V functional and the def2-TZVPD basis.

Positions of all 169 atoms, in Å:
C  5.237  -1.889  1.872
C  5.018  -0.593  1.143
C  6.317  -0.126  0.551
C  6.215  1.122  -0.272
O  5.060  1.895  0.159
N  4.805  2.976  -0.712
C  5.258  4.063  -0.262
N  6.590  4.229  -0.082
N  4.394  5.069  -0.005
C  3.928  5.502  -1.324
I  2.899  7.355  -1.309
C  3.171  4.351  -1.966
C  3.450  3.008  -1.283
C  3.375  1.936  -2.353
C  1.990  1.767  -2.921
C  1.140  0.728  -2.193
C  -0.312  1.179  -2.140
C  -1.338  0.073  -2.085
C  -2.730  0.690  -2.155
C  -3.816  -0.154  -1.491
C  -4.957  0.690  -0.915
C  -6.311  0.242  -1.427
C  -7.367  1.321  -1.451
C  -8.188  1.425  -0.189
O  -7.799  2.549  0.581
C  -8.881  3.112  1.291
H  5.722  -2.580  1.216
H  4.294  -2.298  2.171
H  5.856  -1.751  2.738
H  4.300  -0.732  0.351
H  4.638  0.125  1.837
H  7.002  0.070  1.354
H  6.778  -0.876  -0.059
H  6.088  0.923  -1.316
H  7.112  1.700  -0.171
H  7.032  4.292  0.820
H  7.160  4.361  -0.901
H  3.599  4.718  0.530
H  4.817  5.667  -1.892
H  3.529  4.280  -2.970
H  2.121  4.545  -2.016
H  2.706  2.795  -0.537
H  4.078  2.237  -3.108
H  3.726  0.998  -1.973
H  1.440  2.687  -2.888
H  2.045  1.496  -3.950
H  1.506  0.579  -1.195
H  1.202  -0.195  -2.740
H  -0.429  1.864  -1.313
H  -0.514  1.740  -3.035
H  -1.221  -0.468  -1.161
H  -1.206  -0.557  -2.936
H  -2.715  1.702  -1.797
H  -2.970  0.719  -3.200
H  -3.369  -0.742  -0.714
H  -4.184  -0.825  -2.234
H  -4.930  0.551  0.147
H  -4.812  1.739  -1.095
H  -6.186  -0.110  -2.433
H  -6.640  -0.607  -0.852
H  -6.927  2.268  -1.681
H  -8.040  1.115  -2.259
H  -8.065  0.526  0.399
H  -9.220  1.537  -0.459
H  -8.511  3.787  2.030
H  -9.452  2.338  1.771
H  -9.517  3.669  0.621
C  -2.097  -5.788  -3.974
C  -2.286  -5.144  -2.603
C  -3.456  -4.161  -2.516
O  -3.257  -2.905  -3.139
C  -3.398  -2.904  -4.547
N  -1.027  -4.524  -2.186
H  -1.594  -5.125  -4.676
H  -1.478  -6.680  -3.881
H  -3.052  -6.092  -4.405
H  -2.507  -5.948  -1.897
H  -3.612  -3.935  -1.459
H  -4.384  -4.615  -2.890
H  -4.191  -3.584  -4.873
H  -2.460  -3.161  -5.045
H  -3.664  -1.890  -4.847
H  -1.138  -4.210  -1.224
H  -0.909  -3.666  -2.719
C  3.960  -7.276  5.135
C  4.272  -7.142  3.647
C  4.496  -5.699  3.174
O  3.329  -4.905  3.061
C  2.827  -4.409  4.288
N  3.217  -7.814  2.882
H  2.923  -7.037  5.363
H  4.127  -8.304  5.454
H  4.606  -6.634  5.736
H  5.208  -7.676  3.463
H  4.913  -5.742  2.165
H  5.239  -5.188  3.803
H  3.634  -4.144  4.976
H  2.154  -5.122  4.764
H  2.250  -3.511  4.066
H  3.478  -7.843  1.900
H  2.391  -7.222  2.904
C  -2.585  -6.351  3.580
C  -3.167  -6.600  2.193
C  -2.312  -6.063  1.036
O  -2.343  -4.656  0.855
C  -1.545  -3.913  1.756
N  -4.535  -6.070  2.156
H  -2.755  -5.332  3.924
H  -3.059  -7.014  4.302
H  -1.514  -6.553  3.600
H  -3.225  -7.683  2.057
H  -2.717  -6.478  0.111
H  -1.273  -6.409  1.113
H  -0.610  -4.433  1.986
H  -2.084  -3.688  2.678
H  -1.307  -2.963  1.274
H  -4.979  -6.343  1.284
H  -4.476  -5.056  2.100
C  11.563  1.380  -0.675
C  10.418  2.377  -0.531
C  10.825  3.846  -0.715
O  11.526  4.420  0.360
C  12.904  4.088  0.447
N  9.759  2.154  0.763
H  12.180  1.328  0.220
H  11.164  0.381  -0.845
H  12.201  1.631  -1.523
H  9.693  2.153  -1.322
H  9.906  4.438  -0.799
H  11.380  3.986  -1.652
H  13.361  4.010  -0.543
H  13.057  3.162  1.003
H  13.395  4.890  0.995
H  8.925  2.733  0.813
H  10.366  2.532  1.487
C  -1.100  8.930  -0.350
C  0.165  9.665  0.082
C  -0.025  10.600  1.284
O  -0.702  11.805  1.010
C  -2.111  11.711  0.900
N  0.723  10.372  -1.078
H  -1.764  9.560  -0.937
H  -0.837  8.075  -0.975
H  -1.652  8.550  0.512
H  0.889  8.904  0.389
H  0.967  10.902  1.630
H  -0.509  10.074  2.119
H  -2.522  10.987  1.609
H  -2.417  11.453  -0.116
H  -2.520  12.693  1.129
H  1.627  10.762  -0.822
H  0.146  11.189  -1.254
C  -11.549  -2.925  0.776
C  -10.350  -3.576  1.459
C  -8.992  -3.007  1.029
O  -8.546  -3.395  -0.254
C  -9.146  -2.716  -1.341
N  -10.427  -5.027  1.262
H  -11.705  -3.302  -0.233
H  -12.456  -3.139  1.340
H  -11.438  -1.839  0.729
H  -10.443  -3.381  2.531
H  -8.237  -3.390  1.720
H  -8.980  -1.910  1.117
H  -9.336  -1.664  -1.103
H  -10.071  -3.204  -1.655
H  -8.450  -2.762  -2.179
H  -9.707  -5.480  1.818
H  -10.162  -5.225  0.301

## Properties
- F_max (eV/A) = 3.46
- HOMO level (eV) = -10.160
- net charge = +1

Here are the Mulliken charges for atoms 1 to 4, given in e:
1. C -1.62
2. C 0.19
3. C -0.91
4. C 0.06



Record 3
Computed, not measured: 3 unconnected molecules or ions with the total composition C13H29BO2 at a distorted geometry, with the ωB97M-V functional and the def2-TZVPD basis.

Positions of all 45 atoms, in Å:
B  3.673  -0.208  -0.686
C  3.718  0.876  0.556
C  3.986  0.205  2.037
C  5.413  0.808  2.659
C  5.627  0.474  4.249
C  6.037  -1.075  4.589
H  2.644  -0.575  -1.136
H  4.670  -0.620  -1.198
H  2.647  1.401  0.579
H  4.547  1.722  0.421
H  3.930  -0.963  2.062
H  3.134  0.636  2.753
H  5.295  1.993  2.582
H  6.281  0.458  1.953
H  6.535  1.151  4.627
H  4.682  0.746  4.919
H  6.702  -1.035  5.580
H  5.106  -1.763  4.856
H  6.706  -1.603  3.782
C  -1.736  -0.579  -1.594
C  -1.644  -0.859  -0.117
C  -0.162  -1.108  0.067
O  0.518  -0.318  -0.918
C  -0.450  0.175  -1.854
H  -2.627  -0.013  -1.880
H  -1.735  -1.523  -2.152
H  -1.946  0.030  0.449
H  -2.262  -1.699  0.211
H  0.089  -2.158  -0.116
H  0.188  -0.834  1.066
H  -0.576  1.248  -1.671
H  -0.081  0.036  -2.874
C  -6.843  -0.276  -2.294
C  -6.776  0.993  -3.104
C  -5.428  1.552  -2.705
O  -4.587  0.431  -2.399
C  -5.405  -0.744  -2.318
H  -7.539  -1.017  -2.695
H  -7.144  -0.044  -1.265
H  -6.779  0.751  -4.173
H  -7.599  1.684  -2.908
H  -5.504  2.169  -1.804
H  -4.970  2.149  -3.499
H  -5.201  -1.354  -3.205
H  -5.136  -1.320  -1.429

## Properties
- F_max (eV/A) = 2.63
- HOMO level (eV) = -9.232
- structure (SMILES) = C1CCOC1.C1CCOC1.BCCCCC

Here are the natural (NBO) charges for atoms 1 to 4, given in e:
1. B 0.50
2. C -0.79
3. C -0.40
4. C -0.41